Entry one
Here is an isolated molecule of C5H4N4 from the OMol25 dataset. Energies are from the ωB97M-V functional and the def2-TZVPD basis.

The HOMO energy (alpha / beta) is -9.88 / -9.88 eV.

Last columns: bonded neighbours and bond lengths (Å).
Element x y z (Å)
1 C -0.72 1.21 -1.26  C4 1.399, N6 1.149
2 C 2.15 0.22 0.67  C5 1.409, N7 1.146
3 C -1.37 -0.54 0.41  C4 1.485, N8 1.484, H10 1.092, H11 1.093
4 C -0.64 0.70 0.05  C1 1.399, C3 1.485, H12 1.081
5 C 1.22 -0.39 -0.19  C2 1.409, N9 1.370, H13 1.089
6 N -0.74 1.57 -2.35  C1 1.149
7 N 2.87 0.78 1.36  C2 1.146
8 N -0.49 -1.73 0.48  C3 1.484, N9 1.198
9 N 0.66 -1.59 0.19  C5 1.370, N8 1.198
10 H -1.85 -0.49 1.39  C3 1.092
11 H -2.12 -0.82 -0.33  C3 1.093
12 H -0.43 1.41 0.84  C4 1.081
13 H 1.46 -0.32 -1.25  C5 1.089

***

Entry two
Here is a cluster of 2 separate species, C5H4N4 in total from the OMol25 dataset. Energies are from the ωB97M-V functional and the def2-TZVPD basis.

The HOMO energy is -9.45 eV. The SMILES is [H]/N=C\C#N.N#CC=C=N.

Last columns: bonded neighbours and bond lengths (Å).
Element x y z (Å)
1 H 2.41 -1.57 0.34  N2 1.020
2 N 1.80 -1.17 -0.37  H1 1.020, C3 1.259
3 C 2.00 0.05 -0.63  N2 1.259, C4 1.427, H6 1.086
4 C 2.98 0.89 -0.02  C3 1.427, N5 1.146
5 N 3.76 1.52 0.52  C4 1.146
6 H 1.38 0.52 -1.39  C3 1.086
7 N -4.49 0.76 -0.66  C8 1.147
8 C -3.45 0.67 -0.17  N7 1.147, C9 1.399
9 C -2.19 0.61 0.43  C8 1.399, C10 1.310, H12 1.082
10 C -1.44 -0.46 0.41  C9 1.310, N11 1.200
11 N -0.83 -1.48 0.60  C10 1.200, H13 1.017
12 H -1.85 1.51 0.92  C9 1.082
13 H -0.08 -1.84 0.02  N11 1.017

***

Most stable pick: entry two. Distance to second place: 0.928 eV.

***

Entry one
Here is an isolated molecule of C5H4N4 from the OMol25 dataset. Energies are from the ωB97M-V functional and the def2-TZVPD basis.

The HOMO energy is -10.40 eV. The SMILES is C/N=C1/N=CC(C#N)=N1.

Last columns: bonded neighbours and bond lengths (Å).
Element x y z (Å)
1 C -2.42 -1.42 -0.11  N2 1.523, H10 1.312, H11 1.307, H12 1.157
2 N -2.42 0.10 0.03  C1 1.523, C3 1.378
3 C -1.07 0.36 -0.01  N2 1.378, N4 1.463, N9 1.387
4 N -0.58 1.73 0.08  C3 1.463, C5 1.321
5 C 0.71 1.68 -0.22  N4 1.321, C6 1.584, H13 1.083
6 C 1.09 0.16 0.05  C5 1.584, C7 1.510, N9 1.333
7 C 2.37 -0.63 0.15  C6 1.510, N8 1.155
8 N 3.41 -1.05 -0.12  C7 1.155
9 N -0.03 -0.54 0.20  C3 1.387, C6 1.333
10 H -3.58 -1.69 -0.66  C1 1.312
11 H -2.50 -1.64 1.18  C1 1.307
12 H -1.75 -1.97 -0.88  C1 1.157
13 H 1.00 2.71 -0.10  C5 1.083

***

Entry two
Here is a cluster of 2 separate species, C5H4N4 in total from the OMol25 dataset. Energies are from the ωB97M-V functional and the def2-TZVPD basis.

The HOMO energy is -8.99 eV. The SMILES is N#CC(=N)C#N.C=C=N.

Last columns: bonded neighbours and bond lengths (Å).
Element x y z (Å)
1 N 2.49 1.94 -1.88  C2 1.151
2 C 2.14 1.39 -0.94  N1 1.151, C3 1.469
3 C 1.81 0.87 0.39  C2 1.469, N4 1.293, C5 1.335
4 N 0.92 1.52 1.07  C3 1.293, H7 0.967
5 C 2.29 -0.32 0.76  C3 1.335, N6 1.130
6 N 2.45 -1.38 1.11  C5 1.130
7 H 0.56 2.40 0.90  N4 0.967
8 C -0.73 -1.53 -0.69  C9 1.334, H11 1.060, H12 1.086
9 C -0.86 -0.63 0.28  C8 1.334, N10 1.200
10 N -1.17 0.12 1.16  C9 1.200, H13 0.997
11 H -0.25 -2.40 -0.31  C8 1.060
12 H -0.68 -1.18 -1.72  C8 1.086
13 H -0.53 0.76 1.57  N10 0.997

***

Most stable pick: entry two. Distance to second place: 1.173 eV.